# 1
Here is a 4-piece molecular cluster, C4H8Br4N2O6 overall in a non-equilibrium geometry from the Open Molecules 2025 dataset. Energies are from wB97M-V/def2-TZVPD.

CARTESIAN COORDINATES (ANGSTROEM)
Br: 3.087 1.988 -2.553
H: 0.660 2.866 -1.231
H: 1.024 0.835 -3.519
H: 0.613 -3.714 0.903
Br: 2.852 -3.805 2.210
H: 2.565 -2.864 -0.638
Br: -1.510 1.950 -2.249
C: 1.207 1.302 -2.551
N: -0.380 0.617 1.429
Br: 0.212 -1.922 -1.232
O: -1.400 0.316 0.769
C: 0.381 2.523 -2.228
H: 2.158 -1.302 0.294
O: -4.941 1.194 1.173
O: 0.716 0.729 0.884
C: 1.838 -2.275 -0.080
N: -4.413 0.908 2.211
O: -0.480 0.673 2.665
O: -3.863 -0.182 2.368
O: -4.175 1.685 3.116
H: 0.542 3.254 -3.020
H: 0.758 -2.318 1.879
C: 1.335 -2.958 1.211
H: 1.216 0.500 -1.813

Computed properties:
HOMO (eV): -0.6408
LUMO (eV): 4.09
Total charge: -2
Calculated total energy (a.u.): -11014.00093
Energy above the lowest of the compared OMol25 structures with the same formula, charge and spin (kcal/mol): 0.0
HOMO-LUMO gap (eV): 4.7

=====

# 2
Here is C17H14Br2N3O7Ti as an isolated structure in a non-equilibrium geometry from the Open Molecules 2025 dataset. Energies are from wB97M-V/def2-TZVPD.

CARTESIAN COORDINATES (ANGSTROEM)
H: 0.303 3.335 -2.971
C: -0.073 1.507 4.247
C: 0.984 -3.219 -1.817
N: 0.156 -1.310 -0.639
C: -2.855 0.804 -1.528
C: -0.745 2.123 1.942
H: -2.508 0.917 -0.503
C: -0.701 -3.492 -0.142
O: 1.797 1.040 -1.980
H: -0.996 1.983 4.550
H: -3.104 -0.710 -2.869
O: -1.570 2.914 2.346
O: -0.710 1.671 0.716
H: 0.470 0.841 6.212
C: 1.457 0.951 2.480
O: 2.382 1.715 -4.025
Ti: 0.497 0.898 -0.573
C: 1.910 0.241 4.736
N: -0.651 1.616 -2.203
H: -0.215 2.192 -4.204
C: -0.650 -2.124 0.039
C: 0.128 -4.048 -1.101
H: 1.660 -3.611 -2.566
C: 1.839 0.959 1.051
C: -1.959 1.568 -2.499
H: -1.367 -4.110 0.441
H: -3.542 -1.120 -1.358
O: 0.073 -5.385 -1.288
H: 3.173 -0.190 3.045
C: 2.264 0.280 3.398
O: 2.434 0.057 0.459
O: -2.485 2.050 -3.510
C: 0.262 1.539 2.899
H: -3.849 1.251 -1.610
C: 0.188 2.265 -3.194
N: -2.837 -0.627 -1.894
C: 0.745 0.866 5.164
C: 1.570 1.649 -3.130
Br: -1.763 -1.376 1.361
H: 0.700 -5.639 -1.975
Br: 2.434 3.068 0.657
H: 2.544 -0.271 5.449
C: 0.971 -1.874 -1.547
H: 1.637 -1.194 -2.063

Computed properties:
HOMO (alpha / beta) (eV): -4.3549 / -4.5426
LUMO (alpha / beta) (eV): 1.88 / 1.88
Total charge: -1
Calculated total energy (a.u.): -7344.91065
Energy above the lowest of the compared OMol25 structures with the same formula, charge and spin (kcal/mol): 46.9
HOMO-LUMO gap (alpha / beta) (eV): 6.2 / 6.4

=====

# 3
Here is a 2-piece molecular cluster, C4H11ClN overall in a non-equilibrium geometry from the Open Molecules 2025 dataset. Energies are from wB97M-V/def2-TZVPD.

CARTESIAN COORDINATES (ANGSTROEM)
H: 1.246 0.003 -1.518
H: -1.294 -1.118 1.584
H: 0.872 0.092 2.172
C: -1.251 -0.812 0.447
H: 0.311 -1.637 -1.212
C: -0.331 1.466 -0.098
H: 1.410 -1.301 1.221
H: -2.247 -0.272 0.190
H: 0.526 1.943 -0.360
H: -0.945 1.726 0.808
Cl: 2.928 1.374 -0.176
C: 0.884 -0.377 1.119
N: -0.025 -0.010 0.038
H: -1.149 -1.705 -0.089
C: 0.379 -0.523 -1.285
H: -0.935 1.482 -0.913
H: -0.379 -0.331 -1.928

Computed properties:
HOMO (alpha / beta) (eV): -15.2433 / -14.3974
LUMO (alpha / beta) (eV): -5.54 / -7.31
Total charge: +1
Calculated total energy (a.u.): -673.51132
Energy above the lowest of the compared OMol25 structures with the same formula, charge and spin (kcal/mol): 99.3
HOMO-LUMO gap (alpha / beta) (eV): 9.7 / 7.1

=====

# 4
Here is C29H18AuF15GeN4S2 as an isolated structure in a non-equilibrium geometry from the Open Molecules 2025 dataset. Energies are from wB97M-V/def2-TZVPD.

CARTESIAN COORDINATES (ANGSTROEM)
C: -1.159 -3.129 1.303
C: 0.544 5.379 -5.257
C: 2.864 1.053 0.309
C: -1.827 6.309 -0.444
C: -1.475 -3.044 -0.045
C: -3.344 4.794 0.535
F: -2.138 1.431 -3.583
C: -0.870 4.170 -3.158
C: -5.892 3.008 -3.235
C: -3.069 6.959 1.508
H: 1.777 0.800 -1.381
H: -2.140 -6.318 1.859
C: -1.639 -2.170 -2.076
F: 0.937 2.710 -2.844
C: 3.504 0.240 1.437
C: -1.965 -5.402 1.317
H: -2.712 -6.184 -0.542
H: 3.400 -0.289 3.494
F: -4.568 5.401 2.471
C: -2.436 5.073 -0.470
C: -0.747 5.803 -4.949
F: 1.224 5.968 -6.241
F: -1.522 8.450 0.533
H: 2.350 -0.614 -0.760
F: -3.902 3.572 0.537
N: 1.935 0.282 -0.523
C: 0.394 3.740 -3.509
C: -2.130 7.259 0.526
H: 2.506 1.174 3.100
S: -0.825 2.433 -0.042
H: 0.523 1.081 2.125
C: -3.576 2.921 -2.527
H: -1.167 -4.388 3.022
S: -2.297 -3.770 -2.387
C: -4.416 1.393 -4.228
C: -3.397 1.908 -3.445
H: 1.225 -0.978 3.752
F: -7.096 3.578 -3.162
C: 1.114 4.332 -4.541
H: 1.592 -1.548 2.116
C: -4.842 3.470 -2.444
F: -5.075 4.487 -1.615
H: -1.187 -0.363 -2.792
Au: -0.512 -0.004 -0.138
H: 2.315 1.907 0.709
F: -6.690 1.491 -4.864
N: 0.298 0.096 2.193
C: -5.685 1.954 -4.120
H: 4.471 0.697 1.660
H: 3.699 -0.772 1.074
C: 1.443 -0.653 2.728
F: -0.906 6.588 -1.384
C: -1.407 -4.310 1.973
C: -2.285 -5.338 -0.027
F: -3.374 7.861 2.445
C: -1.425 5.190 -3.904
F: 2.344 3.906 -4.853
C: -2.035 -4.155 -0.698
H: -1.909 -1.419 -3.960
N: -1.276 -1.951 -0.849
F: -4.185 0.380 -5.076
H: 3.680 1.438 -0.317
H: -0.505 0.020 2.807
F: -1.309 6.784 -5.660
Ge: -1.890 3.495 -1.553
H: -0.716 -2.274 1.780
C: 2.734 0.163 2.756
C: -3.681 5.708 1.519
F: -2.670 5.582 -3.587
N: -1.480 -1.289 -3.062

Computed properties:
HOMO (eV): -7.9459
LUMO (eV): 0.17
Calculated total energy (a.u.): -5841.88669
Energy above the lowest of the compared OMol25 structures with the same formula, charge and spin (kcal/mol): 16.8
HOMO-LUMO gap (eV): 8.1

=====

# 5
Here is a 12-piece molecular cluster, C12H48N24O12 overall in a non-equilibrium geometry from the Open Molecules 2025 dataset. Energies are from wB97M-V/def2-TZVPD.

CARTESIAN COORDINATES (ANGSTROEM)
N: 24.666 -5.078 -2.748
N: 27.335 -6.744 4.307
C: 24.688 -11.599 -4.117
H: 24.188 -12.493 -0.838
H: 30.025 -17.775 1.203
O: 28.133 -4.873 2.291
H: 26.771 -15.506 0.680
C: 24.298 -14.348 -0.087
H: 27.626 -6.099 3.584
H: 29.217 -3.589 0.352
N: 27.318 -12.703 5.040
H: 28.726 -8.335 -4.099
H: 26.421 -8.088 6.107
H: 30.342 -9.066 -0.375
N: 23.437 -7.993 1.124
H: 26.295 -8.676 -0.038
C: 28.480 -16.559 0.866
N: 23.622 -13.284 -0.554
H: 29.480 -10.395 0.348
H: 27.587 -13.653 4.876
C: 25.892 -10.667 0.117
H: 27.664 -6.626 5.248
N: 26.845 -13.531 7.141
H: 26.813 -6.588 1.366
H: 24.186 -7.702 1.749
H: 26.574 -8.438 -4.895
O: 22.106 -6.922 2.649
N: 23.581 -15.361 0.461
N: 26.207 -8.509 5.219
N: 28.505 -4.258 0.128
H: 24.691 -14.112 2.534
H: 24.659 -4.124 -3.057
H: 24.609 -10.593 -2.383
C: 27.033 -7.763 -3.045
H: 28.319 -4.448 -0.839
N: 21.164 -7.940 0.854
O: 28.851 -9.331 2.404
O: 29.032 -15.955 -0.042
H: 24.464 -12.367 -6.004
C: 22.248 -7.547 1.624
N: 24.161 -10.625 -3.319
H: 26.945 -11.712 1.596
H: 27.637 -11.879 4.559
N: 23.784 -6.843 -1.667
H: 25.498 -5.631 -2.868
O: 26.542 -11.347 6.703
C: 29.466 -8.768 1.511
H: 29.148 -6.764 1.827
N: 24.241 -16.013 5.067
O: 26.643 -7.189 -2.021
H: 23.575 -8.694 0.421
N: 24.921 -14.643 3.355
C: 23.678 -5.507 -1.917
H: 27.189 -14.445 6.920
H: 25.444 -9.158 5.144
N: 27.245 -16.182 1.289
N: 26.445 -9.502 0.517
N: 24.212 -11.598 -5.412
N: 29.096 -17.583 1.528
O: 22.710 -15.100 3.663
H: 24.518 -7.359 -2.110
H: 24.010 -16.037 1.059
H: 26.089 -12.683 0.492
O: 25.768 -7.882 3.088
H: 23.646 -10.872 -5.810
H: 27.130 -9.457 1.257
O: 25.539 -14.370 -0.034
H: 26.911 -6.081 -0.375
H: 28.960 -7.466 -2.599
H: 22.623 -13.292 -0.624
C: 26.366 -7.671 4.145
N: 28.364 -7.791 -3.338
H: 23.285 -7.251 -0.895
H: 25.333 -8.764 -3.740
N: 29.808 -7.446 1.488
C: 26.873 -12.446 6.311
H: 23.676 -9.797 -3.614
H: 26.673 -13.296 8.102
H: 23.556 -16.213 5.770
H: 21.171 -8.627 0.126
H: 25.194 -16.267 5.244
H: 28.618 -18.143 2.205
N: 29.913 -9.490 0.424
H: 20.331 -7.430 1.082
N: 27.200 -6.056 0.590
N: 26.204 -8.316 -3.969
H: 30.410 -7.159 0.737
C: 27.846 -4.968 1.100
O: 25.117 -10.732 -0.840
O: 22.774 -4.820 -1.474
O: 25.426 -12.485 -3.737
H: 25.857 -14.829 3.652
N: 26.321 -11.745 0.810
H: 26.688 -16.620 2.000
C: 23.870 -15.229 3.997
H: 22.587 -15.327 0.324

Computed properties:
HOMO (eV): -9.0619
LUMO (eV): -0.13
Calculated total energy (a.u.): -2703.56967
SMILES: NC(N)=O.NC(N)=O.NC(N)=O.NC(N)=O.NC(N)=O.NC(N)=O.NC(N)=O.NC(N)=O.NC(N)=O.NC(N)=O.NC(N)=O.NC(N)=O
Energy above the lowest of the compared OMol25 structures with the same formula, charge and spin (kcal/mol): 57.3
HOMO-LUMO gap (eV): 8.9

=====

# 6
Here is a 11-piece molecular cluster, C5H32N2O11 overall in a non-equilibrium geometry from the Open Molecules 2025 dataset. Energies are from wB97M-V/def2-TZVPD.

CARTESIAN COORDINATES (ANGSTROEM)
H: 0.426 -1.897 1.800
H: -0.610 -0.650 0.295
O: -0.431 -0.547 3.511
H: 1.917 1.629 0.711
H: -1.167 -0.891 3.016
H: 2.514 -3.131 -1.942
H: -1.757 2.804 3.421
H: 4.633 0.075 -1.503
O: -1.935 -1.913 0.802
C: 0.267 0.369 -1.462
H: 3.239 -0.252 -1.475
H: 0.803 -4.116 -0.160
C: -0.744 1.567 -1.273
H: -4.945 -0.466 0.396
H: 1.173 1.711 2.069
O: 2.229 -1.624 -0.789
H: -0.547 1.999 -0.223
H: 2.763 2.643 -3.177
O: -2.373 2.137 3.257
C: 1.205 -1.500 -0.109
H: 0.162 3.318 1.862
O: 3.084 -3.535 -2.607
H: -3.280 1.643 1.731
H: -2.521 1.702 4.128
H: -1.533 -2.676 0.519
H: -0.751 0.287 3.699
C: 1.107 -2.407 1.076
H: 1.330 0.763 -1.557
O: -0.595 3.802 2.098
O: -3.174 1.942 0.740
O: 1.421 2.264 1.324
H: 2.058 -2.393 1.583
N: 0.298 -0.526 -0.197
H: -2.470 2.597 0.678
H: 2.790 1.139 -3.390
H: -0.558 0.146 -3.519
O: 2.794 1.929 -3.890
H: 0.683 -1.030 -3.184
H: 2.405 -3.893 -3.168
H: -1.702 1.152 -1.130
H: -2.802 -1.646 0.593
H: -3.796 0.368 0.048
O: 3.782 0.486 -1.357
H: -0.752 2.156 -2.224
H: -0.859 -1.220 -2.406
C: -0.139 -0.496 -2.695
H: 0.456 -4.392 1.414
H: -0.437 4.754 2.008
O: -4.149 -0.513 -0.064
N: 0.486 -3.661 0.721

Computed properties:
HOMO (eV): -9.7142
LUMO (eV): -0.03
Calculated total energy (a.u.): -1146.84432
SMILES: CC(C)NC(=O)CN.O.O.O.O.O.O.O.O.O.O
Energy above the lowest of the compared OMol25 structures with the same formula, charge and spin (kcal/mol): 63.4
HOMO-LUMO gap (eV): 9.7